Molecular formula: CH3O3S
Method: DFT, ωB97M-V with the def2-TZVPD basis set

Output
E_tot: -663.7891 Ha
total charge: -1
energy above the lowest of the compared OMol25 structures with the same formula, charge and spin: 216.1 kJ/mol
HOMO energy: -2.45 eV
max |F|: 2.647 eV/Å
lowest unoccupied orbital energy: 0.1460 Ha
HOMO-LUMO gap: 6.42 eV

CARTESIAN COORDINATES (ANGSTROEM)
C -1.083 -1.519 -0.461
O 0.093 -1.146 -0.815
O 0.697 -0.996 1.809
O -1.867 -2.021 -1.244
S 1.354 -0.649 0.490
H -1.528 -1.277 0.531
H 1.459 3.927 -0.430
H 0.876 3.682 0.120

Forces on the atoms, in the same order (eV/Å):
-1.4 0.5 0.1
1.1 0.1 0.5
0.1 0.0 0.3
-0.4 -0.6 -0.6
-0.5 -0.1 -0.3
1.2 0.0 0.1
-1.8 -0.7 1.7
1.9 0.7 -1.7

These are the natural (NBO) partial charges, in e, on atoms 1 to 6:
1 C 0.63
2 O -0.68
3 O -1.01
4 O -0.69
5 S 0.66
6 H 0.10